# 1
{"formula": "C17H32N5O5OsS2", "method": "ωB97M-V with the def2-TZVPD basis set", "species": ["Os", "C", "C", "O", "C", "C", "C", "C", "C", "C", "O", "H", "H", "H", "H", "H", "H", "H", "N", "N", "C", "N", "N", "N", "O", "O", "H", "H", "H", "H", "H", "C", "C", "C", "S", "O", "C", "C", "C", "H", "H", "H", "H", "H", "H", "H", "H", "H", "H", "H", "H", "H", "H", "C", "S", "C", "H", "H", "H", "H", "H", "H"], "positions_angstrom": [[0.01564, 0.23041, -0.03133], [0.41242, -0.11020, 4.13492], [0.91903, -0.09488, 2.73494], [0.05682, -0.41522, 1.84247], [2.27324, 0.20246, 2.39931], [3.22227, 0.34010, 3.44631], [4.55784, 0.49918, 3.18196], [4.99292, 0.52900, 1.85182], [4.09912, 0.41743, 0.80281], [2.73900, 0.28513, 1.05971], [1.92035, 0.27464, -0.01300], [-0.64492, -0.35609, 4.14182], [0.55155, 0.88172, 4.57169], [0.95811, -0.81940, 4.75818], [2.88749, 0.31380, 4.47345], [5.26688, 0.60142, 3.99082], [6.04558, 0.66017, 1.63619], [4.43124, 0.47094, -0.22487], [0.21008, 0.51289, -2.25672], [0.09742, 1.84235, -2.70698], [-0.07883, 2.84314, -1.80554], [-0.15554, 4.07992, -2.24310], [-0.16998, 2.39247, -0.55202], [-0.29758, 3.29007, 0.52379], [-0.37780, 4.47874, 0.31452], [-0.30415, 2.75690, 1.60795], [1.14273, 0.16386, -2.47677], [-0.47927, -0.05750, -2.74201], [0.17765, 2.02724, -3.69538], [-0.06445, 4.30495, -3.22189], [-0.27857, 4.82570, -1.57040], [-6.16580, 0.87918, -1.41213], [-4.73865, 0.43453, -1.09572], [-4.58180, 0.27624, 0.41294], [-2.99778, -0.31468, 1.02572], [-1.98438, 0.17620, -0.07930], [-3.09751, -2.10062, 0.89049], [-3.55327, -2.77030, -0.40008], [-2.63564, -2.57603, -1.60133], [-6.29015, 1.01406, -2.48487], [-6.40491, 1.82513, -0.92617], [-6.89312, 0.13572, -1.08512], [-4.02698, 1.18129, -1.44964], [-4.52126, -0.49922, -1.61279], [-5.30984, -0.41709, 0.84564], [-4.71488, 1.23665, 0.91488], [-3.76683, -2.34719, 1.72151], [-2.09073, -2.41568, 1.18349], [-4.57310, -2.46762, -0.64011], [-3.61774, -3.83617, -0.16837], [-2.52859, -1.52434, -1.86471], [-3.03482, -3.10014, -2.46825], [-1.63634, -2.97642, -1.40120], [1.05440, -5.78156, -0.09421], [1.50375, -4.07005, -0.01577], [2.56408, -4.00385, 1.40003], [0.39420, -6.00583, 0.75089], [1.95556, -6.39455, -0.01667], [0.54161, -5.95902, -1.03692], [3.34972, -4.75627, 1.29301], [1.96953, -4.23471, 2.29001], [2.98769, -3.00350, 1.46477]], "e_above_lowest_kj_mol": 0.00, "homo_lumo_gap_ev": [7.84, 4.33], "total_charge": 3, "spin_multiplicity": 5, "e_homo_ev": [-16.4, -16.9], "largest_force_ha_per_bohr": 0.016}

***

# 2
{"formula": "C17H32NO2P2Tl", "method": "ωB97M-V with the def2-TZVPD basis set", "species": ["Tl", "P", "C", "C", "N", "C", "C", "C", "C", "C", "P", "H", "H", "H", "H", "H", "H", "H", "H", "O", "H", "H", "O", "H", "C", "H", "H", "H", "C", "H", "H", "H", "C", "H", "H", "H", "C", "H", "H", "H", "C", "C", "C", "C", "C", "C", "H", "H", "H", "H", "H", "H", "H", "H", "H"], "positions_angstrom": [[-1.64542, -0.63380, 0.84712], [0.05327, 2.45892, -1.01902], [-0.67209, 1.23280, -2.14316], [0.30098, 0.13411, -2.50090], [0.41914, -0.88051, -1.62868], [1.26033, -1.88457, -1.90247], [2.01488, -1.92662, -3.08367], [1.87740, -0.90147, -4.01503], [0.99831, 0.14033, -3.72468], [1.39172, -3.00104, -0.88671], [-0.01160, -2.98996, 0.30480], [0.83350, 0.97304, -4.40661], [2.67910, -2.77411, -3.24624], [2.43151, -0.90884, -4.95424], [1.45117, -3.96989, -1.41084], [2.32233, -2.86988, -0.30640], [-1.70181, 0.63413, -1.79403], [-0.94782, 1.80249, -3.04171], [-3.34606, -1.19712, -1.31026], [-2.82646, -0.30023, -1.78780], [-3.27275, -0.07888, -2.60710], [-3.42644, -1.77491, 0.36819], [-3.70410, -2.16899, -0.53001], [-4.62538, -2.45943, -0.42778], [-1.18328, -3.98425, -0.69226], [-0.73939, -4.97048, -0.88204], [-2.12925, -4.12430, -0.15212], [-1.38837, -3.50258, -1.65765], [0.57635, -4.24379, 1.49196], [-0.08537, -4.20818, 2.36754], [0.55750, -5.25671, 1.06650], [1.59804, -3.99626, 1.81362], [1.69046, 2.95396, -1.60218], [1.60242, 3.76509, -2.33635], [2.27112, 3.31958, -0.74478], [2.21807, 2.10667, -2.05598], [-0.95513, 3.94705, -1.07263], [-1.01439, 4.34581, -0.05239], [-0.48556, 4.69436, -1.72371], [-1.95851, 3.70484, -1.44233], [0.81691, 3.32916, 3.72874], [0.48277, 1.89231, 3.30901], [1.61948, 0.97298, 3.76148], [-0.82237, 1.46949, 3.99097], [0.32086, 1.82630, 1.83688], [0.18137, 1.89537, 0.62347], [0.93694, 3.39153, 4.81695], [0.01913, 4.01615, 3.42534], [1.74859, 3.65996, 3.25693], [1.74217, 1.03815, 4.84948], [1.41029, -0.06946, 3.49749], [2.56208, 1.27055, 3.28843], [-1.64882, 2.11467, 3.66946], [-1.07958, 0.43084, 3.74745], [-0.71823, 1.55560, 5.07990]], "e_above_lowest_kj_mol": 0.00, "homo_lumo_gap_ev": 8.35, "total_charge": 2, "e_homo_ev": -14.5, "largest_force_ha_per_bohr": 0.057}

***

# 3
{"formula": "C17H33BrClFN3O5P2S2", "method": "ωB97M-V with the def2-TZVPD basis set", "species": ["C", "C", "C", "O", "C", "C", "Cl", "C", "F", "N", "S", "C", "S", "C", "C", "C", "C", "C", "N", "C", "P", "N", "P", "O", "Br", "H", "H", "H", "H", "H", "H", "H", "H", "H", "H", "H", "H", "H", "H", "H", "H", "H", "H", "H", "H", "H", "H", "H", "H", "H", "H", "H", "C", "C", "C", "O", "C", "O", "O", "H", "H", "H", "H", "H", "H"], "positions_angstrom": [[-3.93587, -3.56915, 1.01878], [-4.84786, -2.34767, 1.18333], [-5.52585, -1.91988, -0.10462], [-4.69092, -2.02399, -1.26789], [-4.66319, -0.84803, -2.02601], [-3.39982, -0.89176, -2.93238], [-4.03704, -1.73919, -4.42959], [-3.04463, 0.42024, -3.54804], [-3.89995, 1.31204, -3.88069], [-1.76837, 0.51759, -3.74019], [-1.14427, 1.94575, -4.53094], [-1.03143, -0.65880, -3.27358], [-0.77852, -1.52360, -4.92016], [0.40147, -0.44044, -2.75504], [0.67808, 0.83226, -1.92445], [2.16447, 1.23893, -2.01662], [2.77422, 1.38075, -0.61757], [2.12077, 2.48070, 0.18345], [2.59871, 2.49151, 1.57143], [-2.07232, -1.40359, -2.35849], [-1.90088, -0.64935, -0.62849], [-0.85847, -1.40698, 0.23879], [-1.84449, -3.26557, -1.95920], [-0.22415, -3.37402, -1.82035], [-2.18609, -4.48289, -3.83301], [-4.22525, -4.17825, 0.16968], [-2.89468, -3.30039, 0.89399], [-3.98777, -4.18203, 1.91169], [-5.59643, -2.57882, 1.93311], [-4.24201, -1.54398, 1.59920], [-5.95314, -0.92529, 0.01261], [-6.36954, -2.59396, -0.23729], [-4.69903, 0.04919, -1.40254], [-5.51489, -0.85979, -2.70017], [-1.05628, 1.44651, -5.77904], [-0.08788, -2.60432, -4.53176], [0.75916, -1.29449, -2.19313], [1.03263, -0.37403, -3.62974], [0.52614, 0.57543, -0.88241], [0.00657, 1.66218, -2.12591], [2.28693, 2.16871, -2.56249], [2.69580, 0.42116, -2.49325], [3.84727, 1.52262, -0.67627], [2.57942, 0.45182, -0.07781], [1.02901, 2.39597, 0.18127], [2.34275, 3.45693, -0.24451], [2.10648, 1.76901, 2.08334], [2.35407, 3.36122, 2.02570], [-3.15142, -0.71234, -0.00700], [-1.62105, 0.72003, -0.83771], [-0.07909, -0.84389, 0.54997], [0.02459, -4.21717, -2.22778], [6.96898, 2.42820, 5.42218], [5.51228, 2.34586, 5.80579], [4.80425, 1.10104, 5.32324], [3.45463, 1.55973, 5.16493], [3.50412, 2.89393, 4.92866], [2.58080, 3.54550, 4.56397], [4.74451, 3.37816, 5.15970], [7.43522, 3.30130, 5.87725], [7.50758, 1.53945, 5.75074], [7.07632, 2.53433, 4.34238], [5.39713, 2.46982, 6.88559], [4.84750, 0.28467, 6.04001], [5.17072, 0.75113, 4.35535]], "e_above_lowest_kj_mol": 85.05, "homo_lumo_gap_ev": 6.66, "total_charge": 1, "e_homo_ev": -11.2, "largest_force_ha_per_bohr": 0.051}

***

# 4
{"formula": "C17H33N2O28Tl", "method": "ωB97M-V with the def2-TZVPD basis set", "species": ["Tl", "N", "O", "O", "O", "N", "O", "O", "O", "O", "H", "O", "C", "O", "O", "H", "O", "C", "O", "O", "H", "C", "O", "C", "O", "O", "C", "H", "H", "H", "H", "H", "H", "C", "O", "C", "O", "O", "C", "H", "H", "H", "H", "H", "H", "C", "O", "C", "O", "O", "C", "H", "H", "H", "H", "H", "H", "C", "O", "C", "O", "O", "C", "H", "H", "H", "H", "H", "H", "C", "O", "C", "O", "O", "C", "H", "H", "H", "H", "H", "H"], "positions_angstrom": [[0.48425, 0.22267, 1.20447], [1.01917, -0.05781, 4.93034], [1.33245, -0.81201, 3.99764], [0.73773, 1.06466, 4.69151], [0.82131, -0.56793, 5.95525], [3.82178, 1.63945, 0.88426], [3.14082, 1.76492, 1.93844], [3.26091, 1.06221, -0.00186], [4.97730, 2.06840, 0.82659], [-2.21945, 0.59969, 0.35655], [-2.70335, 1.39781, 0.06781], [-0.55514, -4.79267, 0.82431], [-0.41606, -3.60120, 1.33801], [-0.72871, -3.51432, 2.54849], [0.06476, -2.56461, 0.78267], [-1.18473, -5.18343, 1.43467], [-3.71798, 0.10103, 2.54446], [-3.00427, -0.65528, 3.33325], [-1.77496, -0.64474, 3.11968], [-3.43748, -1.23251, 4.35736], [-3.10165, 0.36639, 1.85793], [2.10987, 4.03542, 3.60712], [0.99740, 4.79183, 3.08519], [0.04404, 4.10658, 2.40738], [0.13017, 2.92906, 2.03608], [-0.90090, 4.93281, 2.17146], [-1.96347, 4.46794, 1.27569], [2.45712, 4.50381, 4.52807], [2.92450, 4.14211, 2.89081], [1.98883, 2.96452, 3.77025], [-2.97672, 4.71307, 1.59402], [-2.01312, 3.39662, 1.08099], [-1.86254, 5.13228, 0.41746], [-1.12417, -2.30358, -2.65220], [0.13960, -2.14842, -3.19396], [0.82468, -1.17919, -2.81961], [0.84232, -0.66017, -1.70733], [1.68343, -0.88840, -3.78257], [2.98116, -0.21185, -3.64837], [-1.54847, -3.20250, -3.09945], [-1.78611, -1.44247, -2.74390], [-1.27155, -2.38850, -1.57556], [3.43168, 0.11399, -4.58590], [3.76000, -0.91381, -3.35043], [3.05084, 0.72683, -3.09873], [-5.06762, -5.25537, -4.26812], [-4.43655, -4.61432, -3.22083], [-4.75006, -3.32526, -2.96870], [-5.44575, -2.53640, -3.63372], [-4.17801, -3.03828, -1.72173], [-4.60422, -1.83103, -1.09805], [-5.39612, -4.63721, -5.10360], [-5.86396, -5.84242, -3.81060], [-4.39866, -5.94813, -4.77869], [-5.51868, -2.02622, -0.53789], [-4.68839, -1.03319, -1.83592], [-3.94987, -1.43504, -0.32144], [1.22741, 5.05969, -0.80613], [0.29553, 4.54364, -1.76939], [-0.07955, 3.21910, -1.66032], [0.24729, 2.50056, -0.74692], [-0.93473, 2.97029, -2.62211], [-1.65697, 1.75434, -2.69199], [2.10235, 4.41812, -0.70143], [0.83776, 5.28757, 0.18600], [1.72762, 5.94528, -1.19814], [-2.35810, 1.65649, -1.86316], [-0.96221, 0.92879, -2.53747], [-2.18236, 1.67805, -3.64396], [3.76885, -2.89203, -0.80119], [4.59225, -2.32076, 0.22687], [4.04201, -1.86187, 1.29481], [2.82605, -1.63944, 1.50189], [5.13086, -1.56988, 2.06523], [5.11153, -0.53702, 3.00766], [2.70578, -2.81460, -0.57317], [3.98037, -3.94657, -0.97811], [3.70966, -2.40869, -1.77637], [5.49004, 0.33639, 2.47664], [5.79147, -0.73597, 3.83603], [4.14970, -0.32733, 3.47565]], "e_above_lowest_kj_mol": 0.00, "homo_lumo_gap_ev": 3.47, "total_charge": -2, "e_homo_ev": -2.8, "largest_force_ha_per_bohr": 0.135}

***

Number 1: electronic energy -2202.8527 Ha. Number 2: electronic energy -1726.8178 Ha. Number 3: electronic energy -5820.8653 Ha. Number 4: electronic energy -3055.8612 Ha.